Density functional theory data (ωB97M-V with the def2-TZVPD basis set) for a 2-piece molecular cluster, C9H14 overall at a distorted geometry.

Output
Electronic energy ... -9558.255 eV
Relative energy (zero: lowest compared OMol25 entry of this formula, charge and spin) ... 185.9 kJ/mol
M ... 122.21 g/mol
E_LUMO ... 0.987 eV
HOMO level ... -9.1 eV
Frontier orbital gap ... 0.371 Eh
Total charge ... 0

```
23
C9H14 | the Open Molecules 2025 dataset | ωB97M-V with the def2-TZVPD basis set
C -1.52749 -0.30584 2.13781
C -0.86340 -0.94422 1.10115
H -2.47053 2.43760 0.35009
H -1.66163 -0.76545 3.18054
H 0.12191 -2.13855 -1.08998
H 1.43058 0.51307 -1.76341
C 2.11021 0.86745 -0.95428
C -1.56156 0.73509 -0.41393
H 2.71773 -0.46038 0.83767
H 2.80662 -1.24722 -0.75944
C -2.13284 1.42759 0.65614
H -3.09132 1.10731 2.71249
H -0.14905 -1.80230 1.36329
C -0.55756 -1.25969 -1.35355
H -1.93711 0.96824 -1.43778
H -1.43041 -1.75520 -1.87856
C -2.30098 0.85058 1.87174
H 1.47543 1.47219 -0.24658
H 2.86630 1.60234 -1.39435
H 0.07709 -0.83448 -2.16865
C 2.94021 -0.20118 -0.28163
C -0.85095 -0.39676 -0.15632
H 3.98874 0.12981 -0.31243
```